1.
Entry from the Open Molecules 2025 dataset: a structure of composition C59H64FN6O3P2SbSe2Ti in a non-equilibrium geometry (ωB97M-V with the def2-TZVPD basis set).

The total energy is -258945.1433 eV. Its HOMO-LUMO gap is 4.2 eV. For the relative energy (zero: lowest compared OMol25 entry of this formula, charge and spin), the calculation gives 0.00 kJ/mol. The calculation puts the HOMO energy at -0.77 eV. The net charge is -2.

```
139
C59H64FN6O3P2SbSe2Ti | the Open Molecules 2025 dataset | ωB97M-V with the def2-TZVPD basis set
Ti -0.426 -0.353 1.177
Se 0.148 6.170 3.708
P -1.412 4.793 3.326
C -2.862 5.587 2.556
C -2.788 6.912 2.167
C -3.937 7.581 1.750
C -5.153 6.920 1.715
C -5.234 5.593 2.111
C -4.091 4.935 2.549
C -2.182 4.125 4.841
C -2.345 2.767 5.081
C -3.005 2.338 6.232
C -3.505 3.260 7.133
C -3.344 4.621 6.894
C -2.685 5.051 5.752
C -0.851 3.309 2.467
C -0.912 2.679 1.229
N -0.064 1.605 1.364
N 0.460 1.597 2.609
N 0.005 2.609 3.271
P -1.732 2.922 -0.400
Se -1.965 -0.603 -0.561
C -1.428 4.734 -0.676
C -0.083 5.125 -0.605
C 0.314 6.406 -0.955
C -0.621 7.323 -1.430
C -1.949 6.944 -1.524
C -2.351 5.667 -1.138
C -3.536 2.812 -0.065
C -4.429 3.212 -1.061
C -5.801 3.037 -0.913
C -6.301 2.422 0.228
C -5.417 1.964 1.200
C -4.051 2.151 1.048
H -1.828 7.415 2.202
H -3.872 8.619 1.449
H -6.046 7.441 1.386
H -6.181 5.067 2.094
H -4.166 3.915 2.897
H -1.943 2.037 4.394
H -3.116 1.275 6.414
H -4.016 2.923 8.027
H -3.731 5.347 7.599
H -2.543 6.111 5.565
H 0.661 4.414 -0.261
H 1.357 6.687 -0.870
H -0.314 8.323 -1.712
H -2.692 7.652 -1.877
H -3.404 5.418 -1.179
H -4.049 3.639 -1.983
H -6.474 3.362 -1.698
H -7.368 2.278 0.348
H -5.790 1.445 2.077
H -3.386 1.764 1.804
F 3.350 -5.842 -0.730
C 3.467 -5.030 0.360
C 2.541 -4.022 0.463
C 2.508 -3.181 1.571
C 1.546 -2.051 1.739
O 0.525 -2.008 0.677
C 1.147 -1.893 3.193
C 2.086 -2.201 4.093
N 3.298 -2.722 3.803
C 4.203 -3.009 4.883
C 5.600 -2.517 4.762
C 4.654 -1.866 5.738
C 3.416 -3.453 2.590
C 4.371 -4.441 2.468
C 4.459 -5.281 1.338
N 5.449 -6.217 1.320
C 5.839 -6.875 2.633
C 7.111 -6.433 3.287
N 8.220 -6.050 0.609
C 7.380 -7.174 0.197
C 5.889 -6.887 0.128
C -0.188 -1.472 3.704
O -0.513 -1.596 4.855
O -1.032 -0.957 2.782
H 1.807 -3.921 -0.326
H 1.889 -2.020 5.144
H 4.063 -3.969 5.367
H 5.834 -1.968 3.858
H 6.394 -3.154 5.126
H 4.274 -0.880 5.497
H 4.781 -2.058 6.795
H 5.105 -4.584 3.250
H 5.900 -7.948 2.399
H 4.914 -6.764 3.223
H 7.619 -7.233 3.832
H 7.012 -5.506 3.878
H 7.974 -5.882 1.568
H 7.927 -5.221 0.107
H 7.566 -7.999 0.886
H 7.663 -7.522 -0.804
H 5.344 -7.830 -0.030
H 5.707 -6.250 -0.737
C -0.729 2.285 -3.997
C -0.296 1.252 -5.042
C -0.913 1.560 -6.412
Sb -0.532 -0.735 -4.181
C -2.680 -1.046 -4.264
C -2.920 -2.513 -3.886
C -3.471 -0.633 -5.504
C 0.196 -1.859 -5.919
C -0.777 -2.235 -7.040
C 1.446 -1.163 -6.470
H -0.506 3.307 -4.333
H -0.234 2.134 -3.036
H -1.807 2.229 -3.806
H 0.793 1.294 -5.135
H -1.974 1.799 -6.317
H -0.826 0.740 -7.127
H -0.430 2.440 -6.859
H -3.000 -0.431 -3.417
H -2.458 -3.207 -4.598
H -3.997 -2.735 -3.866
H -2.520 -2.733 -2.890
H -3.193 -1.213 -6.386
H -3.342 0.421 -5.745
H -4.545 -0.800 -5.332
H 0.524 -2.784 -5.434
H -1.161 -1.351 -7.557
H -1.636 -2.803 -6.676
H -0.272 -2.856 -7.796
H 1.182 -0.288 -7.074
H 2.018 -1.843 -7.115
H 2.121 -0.819 -5.676
C 1.517 -0.873 0.780
C 2.499 -0.700 -0.305
C 2.409 -1.341 -1.532
C 3.392 -1.147 -2.497
C 4.464 -0.301 -2.247
C 4.542 0.363 -1.027
C 3.561 0.169 -0.065
H 1.556 -1.970 -1.739
H 3.319 -1.671 -3.446
H 5.233 -0.155 -2.997
H 5.368 1.035 -0.826
H 3.612 0.685 0.888
```

***

2.
Entry from the Open Molecules 2025 dataset: a cluster of 2 separate species, C4H4NO2PS in total in a non-equilibrium geometry (ωB97M-V with the def2-TZVPD basis set).

The total energy is -29920.2237 eV. Its HOMO-LUMO gap is 7.9 eV. For the relative energy (zero: lowest compared OMol25 entry of this formula, charge and spin), the calculation gives 0.00 kJ/mol. The calculation puts the HOMO energy at -8.94 eV. The net charge is 0.

```
13
C4H4NO2PS | the Open Molecules 2025 dataset | ωB97M-V with the def2-TZVPD basis set
C 0.372 -1.557 -0.874
C -3.114 -0.939 -0.177
C -3.697 -0.680 0.958
C 0.583 -0.242 1.283
N 0.326 -0.956 0.130
O 0.420 -2.184 -1.829
O -4.112 -0.394 2.003
P -1.911 0.123 -1.113
S -1.902 1.862 -0.251
H -3.210 -1.858 -0.639
H 0.617 -0.884 2.250
H -0.100 0.570 1.565
H 1.485 0.194 1.301
```

***

3.
Entry from the Open Molecules 2025 dataset: a cluster of 2 separate species, BrH3NO2P in total in a non-equilibrium geometry (ωB97M-V with the def2-TZVPD basis set).

The expectation value of S² is 2.0099. The total energy is -84960.3582 eV. Its HOMO-LUMO gap (spin up / spin down) is 5.2 / 7.0 eV. For the relative energy (zero: lowest compared OMol25 entry of this formula, charge and spin), the calculation gives 49.03 kJ/mol. The calculation puts the HOMO energy (spin up / spin down) at -5.56 / -9.85 eV. Its spin multiplicity is 3. The net charge is 0.

```
8
BrH3NO2P | the Open Molecules 2025 dataset | ωB97M-V with the def2-TZVPD basis set
N 0.452 -1.004 -0.746
O 0.589 -0.154 1.522
O -0.371 1.806 -0.663
P 1.356 -0.025 0.228
Br -1.654 1.559 0.426
H -0.559 -0.834 -0.583
H 0.672 -1.174 -1.717
H -0.485 -0.174 1.533
```